Formula: C3H11NOS
Source: OMol25
Level of theory: ωB97M-V/def2-TZVPD

Structure (XYZ):
```
17
Properties=species:S:1:pos:R:3:forces:R:3:nbo_charge:R:1
C -0.3895 1.0084 2.3335 2.844 -0.305 -0.654 -0.621
C -0.3621 0.6301 0.8477 0.632 -2.386 -0.270 -0.050
N -0.6599 1.7874 0.0062 -0.709 0.237 0.077 -0.843
C 1.0515 -0.1738 0.5908 -0.251 0.866 -0.897 -0.503
S 1.3872 -1.5494 -0.6641 -0.715 0.542 0.560 -0.066
H -0.0731 0.1403 2.9855 -0.576 1.085 -0.540 0.215
H -1.3907 1.3120 2.4906 -0.812 0.666 0.917 0.212
H 0.4097 1.8524 2.4014 -1.609 -1.211 0.465 0.202
H -1.1535 -0.1365 0.6210 0.591 0.560 0.417 0.178
H -1.3270 2.4494 0.4581 0.184 -1.212 -0.253 0.360
H 0.1302 2.3836 -0.0348 1.316 0.423 -0.395 0.352
H 1.9056 0.5021 0.5032 -0.271 0.333 -0.141 0.214
H 1.3040 -0.7278 1.4813 -0.420 -0.147 0.449 0.219
H 1.8401 -0.9412 -1.7768 -0.246 0.402 0.340 0.132
O -2.0570 -0.3383 -2.2326 -1.200 -0.597 0.804 -0.940
H -2.8492 -0.7889 -1.8469 0.989 0.476 -0.676 0.460
H -1.7149 0.1508 -1.4723 0.253 0.270 -0.201 0.478
```
Positions in Å, forces in eV/Å.

Properties
- HOMO-LUMO gap (eV) = 9.85
- DFT total energy (eV) = -17661.2677
- SMILES = C[C@@H](N)CS.O
- lowest unoccupied orbital energy (eV) = 0.801
- relative energy (zero: lowest compared OMol25 entry of this formula, charge and spin) (kcal/mol) = 26.6

=====

Formula: C3H11NOS2
Source: OMol25
Level of theory: ωB97M-V/def2-TZVPD

Structure (XYZ):
```
18
Properties=species:S:1:pos:R:3:forces:R:3:nbo_charge:R:1
C 0.1195 1.9922 -0.1107 -0.952 -0.939 -1.526 -0.630
C -0.2807 0.4748 0.2491 2.868 1.667 -1.323 -0.067
N -1.3785 0.3445 1.1277 -1.120 -1.470 -0.572 -0.854
C 1.0674 -0.1073 0.9676 -2.386 0.420 1.157 -0.568
S 1.6806 -1.7219 0.3986 0.312 0.455 -0.160 0.083
S 0.1189 -2.9969 0.8703 0.897 -0.345 0.532 -0.120
H -0.3988 2.5387 -0.9833 0.285 -1.091 1.548 0.218
H 1.1537 1.9965 -0.3554 0.946 -0.025 -0.686 0.196
H 0.1056 2.5581 0.7786 -0.534 0.952 1.126 0.196
H -0.4401 -0.0026 -0.7353 -0.162 -0.215 0.686 0.225
H -2.2773 0.4475 0.6916 -0.161 0.007 -0.331 0.371
H -1.3725 0.9375 1.9096 0.352 0.935 1.107 0.360
H 0.6513 -0.2118 2.0526 1.496 0.173 -1.544 0.232
H 1.8864 0.6473 0.8391 -0.552 -1.035 0.434 0.234
H -0.7164 -2.1510 0.3570 -1.297 0.543 -0.542 0.125
O -0.1485 -1.2560 -2.8979 1.256 -2.035 1.390 -0.951
H -0.5887 -2.0969 -2.5510 0.892 1.684 -0.729 0.473
H 0.8180 -1.3928 -2.6082 -2.140 0.319 -0.567 0.480
```
Positions in Å, forces in eV/Å.

Properties
- HOMO-LUMO gap (eV) = 9.03
- DFT total energy (eV) = -28496.5703
- SMILES = C[C@H](N)CSS.O
- lowest unoccupied orbital energy (eV) = 0.518
- relative energy (zero: lowest compared OMol25 entry of this formula, charge and spin) (kcal/mol) = 23.7

=====

Formula: C3H11NOS2
Source: OMol25
Level of theory: ωB97M-V/def2-TZVPD

Structure (XYZ):
```
18
Properties=species:S:1:pos:R:3:forces:R:3:nbo_charge:R:1
C -0.5708 -1.1486 2.3226 -1.564 3.230 2.529 -0.606
C 0.1723 -0.5066 1.1618 1.958 -0.315 -0.238 -0.069
N -0.0936 -1.1372 -0.1442 0.731 -1.689 0.479 -0.889
C 0.1398 1.0654 1.0851 1.175 -2.116 0.488 -0.519
S 1.4394 1.4066 -0.2239 -1.319 0.655 0.983 0.083
S 0.8911 3.3585 -0.5900 -0.001 -0.282 -0.564 -0.134
H -1.6785 -0.8239 2.3944 1.508 -0.814 -0.505 0.203
H -0.4585 -2.1914 2.3593 -0.094 -1.422 -0.306 0.219
H -0.1825 -0.7753 3.3717 -0.311 -0.486 -2.058 0.203
H 1.2415 -0.8295 1.3255 -0.697 0.719 0.206 0.176
H 0.6696 -1.8152 -0.4149 -1.617 1.544 0.073 0.380
H -0.5504 -0.6445 -0.8929 0.282 0.153 0.160 0.377
H -0.9070 1.3209 0.9357 0.159 0.622 -0.773 0.217
H 0.4891 1.5305 2.0292 -0.267 -0.369 -0.530 0.226
H -0.0083 2.9449 -1.5091 0.058 0.573 0.054 0.131
O -0.3077 -0.1943 -4.4344 0.712 -1.646 -0.465 -0.940
H -0.4522 -0.7923 -3.6665 0.195 0.576 -0.862 0.468
H 0.1667 -0.7679 -5.1093 -0.907 1.068 1.328 0.473
```
Positions in Å, forces in eV/Å.

Properties
- HOMO-LUMO gap (eV) = 9.22
- DFT total energy (eV) = -28496.5421
- SMILES = C[C@@H](N)CSS.O
- lowest unoccupied orbital energy (eV) = 0.555
- relative energy (zero: lowest compared OMol25 entry of this formula, charge and spin) (kcal/mol) = 24.3